{"formula": "C31H47I3N8O2Ti", "method": "wB97M-V/def2-TZVPD", "charge": 2, "de_lowest_kcal_mol": 0.0, "fmax_ha_per_bohr": 0.0138, "homo_lumo_gap_ha": 0.2739, "e_homo_ev": -13.91, "e_lumo_ha": -0.2374, "species": ["Ti", "I", "C", "I", "H", "H", "N", "N", "C", "N", "N", "N", "O", "O", "H", "H", "H", "H", "H", "I", "C", "C", "C", "C", "N", "C", "H", "H", "H", "H", "C", "C", "C", "C", "C", "C", "C", "C", "N", "C", "C", "C", "C", "H", "H", "H", "H", "H", "H", "H", "H", "H", "H", "H", "H", "H", "H", "H", "H", "H", "H", "C", "C", "C", "C", "C", "C", "C", "C", "N", "C", "C", "C", "C", "H", "H", "H", "H", "H", "H", "H", "H", "H", "H", "H", "H", "H", "H", "H", "H", "H", "H"], "coordinates": [[-0.506428, -0.097395, -0.753799], [-4.039255, -1.076476, -3.347574], [-2.400486, -2.155821, -4.109269], [-0.617138, -2.205481, -2.904553], [-2.096880, -1.734780, -5.059838], [-2.689615, -3.197465, -4.179516], [0.025135, -2.354808, 0.662142], [-0.514870, -3.468040, 1.354904], [-1.337617, -4.381332, 0.730355], [-1.666472, -5.432689, 1.479258], [-1.705368, -4.072669, -0.488440], [-2.631252, -4.875562, -1.117372], [-2.895624, -5.997912, -0.712904], [-3.117204, -4.388108, -2.118544], [0.894654, -2.636641, 0.212312], [0.280248, -1.693121, 1.388769], [0.122686, -3.877394, 2.023931], [-1.470392, -5.453181, 2.465148], [-2.244486, -6.145329, 1.057632], [-0.954369, 1.679355, -6.402624], [-1.617271, 1.909105, -4.448911], [-2.617539, 2.812084, -4.111814], [-2.999921, 2.907131, -2.784351], [-2.403111, 2.088422, -1.847748], [-1.453304, 1.197245, -2.169283], [-1.052984, 1.137928, -3.453357], [-3.080740, 3.432195, -4.867895], [-3.761203, 3.609033, -2.474057], [-2.677346, 2.137967, -0.808484], [-0.246373, 0.460056, -3.687077], [3.531460, -3.583687, -2.248003], [3.146435, -2.567989, -1.208269], [3.578105, -2.700801, 0.112858], [3.275948, -1.754917, 1.089352], [3.808913, -1.877210, 2.489907], [2.477370, -0.670314, 0.735892], [2.009505, -0.524105, -0.570054], [2.373766, -1.461661, -1.541527], [1.184241, 0.605524, -0.911110], [1.927856, 1.876719, -1.250920], [2.829332, 1.610913, -2.455365], [0.956960, 3.004220, -1.588240], [2.760407, 2.311661, -0.042783], [4.616083, -3.655167, -2.332842], [3.131709, -3.322404, -3.226406], [3.164419, -4.575383, -1.979993], [4.191984, -3.555094, 0.377607], [4.143090, -2.890234, 2.706115], [3.059770, -1.590740, 3.229440], [4.664585, -1.213005, 2.624738], [2.217509, 0.079469, 1.470995], [2.087652, -1.295940, -2.572438], [2.246871, 1.264722, -3.312566], [3.323150, 2.540406, -2.739617], [3.605877, 0.879034, -2.233276], [0.185672, 3.103310, -0.826238], [0.502957, 2.878626, -2.568641], [1.519156, 3.936940, -1.613485], [3.534429, 1.587667, 0.206352], [2.122707, 2.476495, 0.829320], [3.257904, 3.250767, -0.284224], [1.839862, 1.638615, 4.597091], [0.911052, 2.070858, 3.495939], [0.678511, 3.424363, 3.258363], [-0.193210, 3.850881, 2.264782], [-0.467797, 5.313623, 2.053096], [-0.827486, 2.889884, 1.479021], [-0.587900, 1.538889, 1.675731], [0.267618, 1.136164, 2.696036], [-1.212121, 0.559296, 0.825698], [-2.499848, -0.038934, 1.321931], [-3.624459, 1.001082, 1.322338], [-2.878874, -1.224480, 0.411576], [-2.340132, -0.561463, 2.750272], [1.493786, 2.008613, 5.562440], [2.842087, 2.039774, 4.439037], [1.909946, 0.552927, 4.658909], [1.182386, 4.162230, 3.872806], [0.426445, 5.910609, 2.226076], [-1.231959, 5.661683, 2.750487], [-0.825157, 5.510989, 1.042827], [-1.509839, 3.211007, 0.701191], [0.425613, 0.080471, 2.885620], [-3.327301, 1.914935, 1.836220], [-4.481695, 0.586046, 1.852645], [-3.963699, 1.236729, 0.314557], [-2.499538, -1.214664, -0.623464], [-3.958888, -1.278877, 0.274405], [-2.555188, -2.164576, 0.839012], [-2.166142, 0.246421, 3.459321], [-1.526501, -1.285647, 2.826808], [-3.260865, -1.071588, 3.035606]], "forces_ev_per_a": [[0.487, -0.305, 0.417], [0.013, -0.011, -0.038], [0.005, -0.006, 0.088], [-0.039, -0.086, -0.135], [-0.014, 0.011, -0.003], [0.024, 0.005, 0.003], [0.020, -0.007, -0.129], [-0.073, 0.085, 0.085], [-0.030, -0.055, 0.016], [-0.008, -0.016, -0.002], [0.034, 0.068, 0.065], [-0.005, -0.169, -0.099], [-0.023, 0.067, -0.013], [0.023, 0.055, 0.009], [0.038, -0.051, -0.042], [0.052, -0.025, 0.032], [0.009, 0.018, 0.021], [0.019, 0.022, 0.004], [-0.001, -0.008, -0.005], [-0.013, 0.001, 0.054], [0.026, -0.004, -0.069], [-0.001, 0.002, 0.005], [-0.022, 0.018, -0.010], [-0.018, -0.036, 0.028], [0.068, -0.027, -0.122], [-0.028, 0.067, -0.035], [-0.002, 0.001, 0.003], [0.002, -0.005, 0.008], [-0.005, 0.003, 0.020], [-0.002, 0.006, 0.020], [0.000, 0.003, 0.029], [0.024, -0.049, -0.038], [0.001, 0.009, -0.003], [-0.012, -0.002, -0.003], [0.027, 0.001, -0.009], [-0.001, -0.013, -0.004], [0.030, -0.022, 0.125], [-0.041, 0.036, -0.037], [-0.350, 0.183, -0.270], [0.088, 0.099, 0.065], [-0.002, -0.003, 0.038], [0.006, -0.054, 0.023], [-0.041, -0.017, 0.011], [0.002, 0.012, -0.002], [-0.002, -0.011, -0.003], [-0.006, 0.002, -0.006], [-0.001, 0.001, 0.008], [-0.008, -0.003, 0.000], [-0.002, 0.001, 0.003], [0.002, -0.004, 0.007], [0.002, 0.011, 0.015], [-0.004, 0.010, -0.006], [0.012, -0.004, -0.005], [-0.002, 0.002, -0.003], [-0.005, -0.001, -0.001], [-0.002, 0.021, -0.020], [-0.030, -0.006, -0.012], [-0.008, 0.008, -0.006], [0.016, 0.006, -0.009], [0.015, 0.003, -0.001], [0.003, 0.001, 0.001], [0.002, 0.026, -0.023], [0.018, 0.025, 0.017], [-0.015, -0.018, -0.018], [0.010, -0.006, 0.025], [0.002, -0.017, 0.016], [-0.018, 0.009, -0.041], [-0.043, 0.049, -0.004], [0.017, -0.029, 0.022], [0.018, -0.087, -0.133], [-0.166, -0.044, 0.019], [0.051, 0.011, -0.005], [-0.109, 0.047, 0.103], [0.034, -0.013, -0.010], [-0.002, -0.005, 0.003], [0.002, -0.008, 0.005], [0.001, -0.004, 0.004], [0.000, 0.002, 0.000], [-0.001, 0.003, -0.005], [-0.003, 0.003, -0.005], [0.003, 0.005, -0.003], [0.006, 0.005, 0.002], [-0.001, -0.002, -0.009], [0.000, 0.007, -0.003], [-0.001, 0.001, 0.007], [-0.010, 0.005, -0.005], [-0.050, 0.136, -0.043], [-0.007, 0.050, 0.048], [0.033, 0.010, -0.025], [-0.007, -0.009, 0.002], [-0.006, 0.006, 0.001], [-0.004, 0.000, 0.000]]}